75
Properties=species:S:1:pos:R:3 method="wB97M-V/def2-TZVPD" e_tot_ev=-117024.594 homo_energy_ev="-1.62 / -3.82" spin_multiplicity=4 charge=-1 s2=3.7827
V 0.24167 1.22196 0.22143
Cl -2.41501 7.53925 -0.01099
C -2.24008 5.82559 0.25371
C -0.94999 5.29471 0.33344
C -0.78871 3.93958 0.52680
N 0.41563 3.24217 0.64326
C 1.60045 3.76457 0.93601
O 1.95736 4.93808 1.06710
C 2.59530 2.65234 1.23393
C 3.88340 2.91986 1.67389
C 4.68787 1.85780 2.04669
C 4.18531 0.56213 1.99621
C 2.89123 0.37007 1.54661
N 2.13921 1.39769 1.14779
C -1.92034 3.07945 0.65343
C -3.19759 3.62790 0.58222
C -3.33925 4.99950 0.37900
Cl -4.95819 5.64543 0.27818
N -1.56650 1.78145 0.89001
C -2.39600 0.76751 1.34613
O -3.61892 0.69535 1.13221
C -1.62189 -0.17428 2.11461
C -2.22247 -1.19287 2.87872
C -1.50994 -1.83278 3.85339
C -0.15654 -1.43323 4.06575
C 0.39524 -0.52088 3.19261
N -0.24985 0.09003 2.19724
H -0.08715 5.93781 0.25346
H 4.19996 3.95233 1.71650
H 5.70008 2.03506 2.38986
H 4.77923 -0.28670 2.30662
H 2.43495 -0.60856 1.46404
H -4.06295 2.99159 0.69001
H -3.27291 -1.39440 2.70625
H -1.97278 -2.59187 4.47323
H 0.44504 -1.84253 4.86683
H 1.43798 -0.25268 3.32737
C -1.51302 -5.09577 -0.52505
N -0.53435 -4.35945 0.24453
C -0.15121 -4.65513 1.52334
C 0.70293 -3.65847 1.89994
N 0.84051 -2.74903 0.89465
C 0.08328 -3.18204 -0.09075
P -0.07482 -2.51281 -1.76873
C -1.31188 -1.19754 -1.74996
N -1.23849 0.00633 -1.21161
C -2.30498 0.71440 -1.68680
C -3.04187 -0.07729 -2.51517
N -2.41092 -1.28823 -2.55648
C -2.86253 -2.44299 -3.30460
C 1.41697 -1.49833 -1.83586
N 1.74684 -0.50105 -1.03459
C 2.96673 -0.06104 -1.47065
C 3.37525 -0.80068 -2.53908
N 2.38465 -1.71608 -2.76980
C 2.38694 -2.71662 -3.81787
H -1.54958 -6.11952 -0.15834
H -2.50514 -4.65145 -0.42549
H -1.22860 -5.10543 -1.57641
H -0.53100 -5.51802 2.04244
H 1.19813 -3.52231 2.84512
H -2.48841 1.73014 -1.38641
H -3.95880 0.10459 -3.04723
H -3.83701 -2.21251 -3.72817
H -2.17021 -2.68484 -4.11066
H -2.96539 -3.30979 -2.65328
H 3.46024 0.77931 -1.01654
H 4.25531 -0.74755 -3.15564
H 3.33338 -2.64955 -4.34889
H 2.28568 -3.71649 -3.39879
H 1.57380 -2.54240 -4.52148
F 1.97147 2.63804 -1.82536
C 0.70546 2.01294 -1.77652
F -0.18114 3.00683 -2.19696
H 0.72895 1.30142 -2.62041

---

63
Properties=species:S:1:pos:R:3 method="wB97M-V/def2-TZVPD" e_tot_ev=-52361.513 homo_energy_ev=-7.58
C -0.32819 5.15547 0.90148
C 0.31022 3.80686 0.76732
H 0.23783 3.39374 -0.35127
H 1.38000 4.01967 1.01848
O -0.28310 3.03408 1.64067
C -1.17891 2.34962 1.20111
O -1.58759 2.55187 0.18598
N -1.82784 1.47681 2.01173
C -2.82446 0.55556 1.62158
H -3.34181 0.91841 0.90036
H -3.38126 0.29571 2.37540
C -2.16003 -0.79745 1.16677
N -1.47158 -1.19720 2.53744
C -1.40672 -2.58497 3.06632
O -0.93930 -2.63835 4.09506
C -2.14647 -3.57739 2.53851
C -1.43835 -4.32991 1.63888
N -1.01630 -3.54436 0.37445
C -2.10562 -3.57038 -0.74082
N -1.57116 -2.70180 -1.74354
C -0.59878 -1.85086 -1.87457
C -0.08834 -1.05677 -2.92919
C 0.93207 -0.34962 -2.97409
C 2.00229 -0.42114 -1.85304
C 1.37485 -1.30030 -1.05748
C 0.34724 -2.11017 -0.76945
C 0.11757 -2.84023 0.47354
O 0.92687 -3.27010 1.10012
H 2.37332 -1.35865 0.02731
O 2.99029 0.34571 -1.86835
C 3.82112 0.35675 -0.95312
C 3.23789 1.35556 0.24685
H 3.16377 2.23958 -0.06301
H 2.37685 0.98557 0.77269
H 4.08273 1.37152 1.12748
H 4.79647 0.70254 -1.39903
H 3.94347 -0.56339 -0.57048
O 1.17933 0.43083 -3.89950
C 2.00227 1.46710 -4.21429
C 1.81333 2.19895 -5.58657
H 0.77244 2.64776 -5.23185
H 2.69986 2.96000 -5.68560
H 1.69728 1.61149 -6.30418
H 2.97245 1.10917 -4.15165
H 1.98628 2.24459 -3.46368
H -1.09860 -0.99449 -3.54691
H -2.41146 -2.58999 -2.32867
S -3.54975 -4.19420 -0.46788
H -0.59111 -4.74611 1.83954
H -1.88214 -5.22294 1.03570
H -3.25298 -3.29708 1.99237
H -2.58763 -4.32809 3.26134
C -0.49144 -0.52315 2.86537
H 0.22812 -0.83687 3.85875
C -0.92523 0.89097 3.37405
H -0.01643 1.54819 3.49499
H -1.69143 0.92427 4.07602
H 0.47800 -0.20055 2.02075
H -2.90128 -1.63870 1.01965
H -1.31779 -0.86291 0.65905
H -0.04139 6.00588 0.26676
H -1.35664 5.01883 0.60421
H -0.43309 5.52508 1.87010

---

31
Properties=species:S:1:pos:R:3 method="wB97M-V/def2-TZVPD" e_tot_ev=-66579.333 homo_energy_ev=-19.85 charge=+3
C -0.27548 -2.98694 -1.08926
I 1.95065 -1.57921 -1.80361
H -1.23731 -2.57714 -0.76419
H -0.00703 -3.81735 -0.43034
H -0.32664 -3.35265 -2.11278
Ti -0.06779 -0.86032 -0.15875
P -0.06715 1.49511 -1.49580
C 1.43887 2.10785 -2.29437
C -1.37433 1.35278 -2.75237
H -1.56606 2.67050 -0.01237
H -0.89016 3.82214 -1.21566
H 0.08358 3.24542 0.18430
C -0.65959 2.95394 -0.56604
H -2.36713 1.17895 -2.28210
H -1.43894 2.24665 -3.40155
H 1.19433 2.89403 -3.02583
H 1.94194 1.27821 -2.81997
H -1.14394 0.45020 -3.35425
H 2.16491 2.51945 -1.56332
C 1.10408 0.80931 0.65021
O 2.14211 1.33148 0.98978
Cl -2.33981 -0.40473 -0.09396
N 0.04598 -1.15286 4.09650
C 0.11392 -2.48950 3.75652
C 0.13288 -2.56068 2.41490
N 0.10961 -1.26446 1.90819
C 0.19092 -0.41354 2.95817
H 0.28029 -0.79118 5.02419
H 0.19658 -3.30057 4.44393
H 0.31040 -3.48321 1.82700
H 0.36032 0.67832 2.98283

---

70
Properties=species:S:1:pos:R:3 method="wB97M-V/def2-TZVPD" e_tot_ev=-66262.276 homo_energy_ev=-17.26 charge=+3
W 0.34845 -0.63504 -0.53101
N -0.51880 2.79508 2.20660
C -0.08691 1.66144 1.66335
S -1.09315 0.93531 0.39460
N 1.01086 1.08786 2.01473
N 1.21032 -0.11633 1.37229
C 1.95976 -0.94522 2.04486
C 2.25016 -2.31197 1.74871
C 3.21309 -2.99889 2.50596
C 3.39988 -4.35225 2.31577
C 2.59696 -5.04797 1.41286
C 1.61659 -4.40318 0.66674
C 1.48794 -3.04245 0.83102
O 0.51671 -2.32692 0.16110
H -1.37888 3.23370 1.92447
H -0.03381 3.17089 3.00873
H 2.34943 -0.54038 2.97477
H 3.79819 -2.46232 3.24307
H 4.14300 -4.88289 2.89489
H 2.72220 -6.11759 1.30347
H 0.95918 -4.94975 0.00624
C 1.42381 -1.65781 -4.40127
C 1.89332 -2.55323 -3.25849
C 0.76276 -3.46255 -2.76788
C 2.70687 -1.91050 -2.13014
C 3.79315 -2.64778 -1.69337
C 4.71134 -2.13068 -0.78776
C 4.58837 -0.84178 -0.29091
C 3.51394 -0.04137 -0.63037
C 3.49772 1.39396 -0.14011
C 4.35434 2.29461 -1.05764
C 4.07144 1.54337 1.27451
C 2.50248 -0.63552 -1.48069
N 1.37510 0.20996 -1.86762
C 1.47983 1.19849 -2.86692
C 2.63307 1.29512 -3.65290
C 2.70672 2.23251 -4.66213
C 1.63246 3.08733 -4.90004
C 0.47381 3.00041 -4.13996
C 0.41550 2.05607 -3.14335
F -0.70816 1.91654 -2.42221
H 1.03152 -2.29766 -5.19174
H 2.23317 -1.07348 -4.83268
H 0.62567 -0.97345 -4.11521
H 2.62198 -3.23091 -3.70855
H -0.09947 -2.91212 -2.38627
H 1.10436 -4.14630 -1.99340
H 0.40507 -4.05990 -3.60629
H 3.96983 -3.62650 -2.12191
H 5.56797 -2.72977 -0.50196
H 5.36304 -0.45011 0.35383
H 2.47247 1.77149 -0.15444
H 5.34288 1.85849 -1.20981
H 4.49342 3.25573 -0.56311
H 3.90222 2.48761 -2.02390
H 5.16052 1.49098 1.25962
H 3.71075 0.80087 1.98257
H 3.80834 2.52601 1.66222
H 3.46970 0.63475 -3.46144
H 3.60073 2.30774 -5.26535
H 1.69519 3.82627 -5.68772
H -0.37480 3.64912 -4.31314
S -3.32299 -1.36581 -3.18207
C -3.51509 -2.11886 -1.65488
C -2.45309 -1.86930 -0.86390
N -1.48324 -1.08211 -1.47813
C -1.84573 -0.74806 -2.72002
H -4.39546 -2.69733 -1.41917
H -2.30774 -2.21559 0.14728
H -1.24745 -0.12236 -3.36236